{
  "formula": "C7H11NO3",
  "method": "the ωB97M-V functional and the def2-TZVPD basis",
  "species": ["O", "O", "O", "N", "C", "C", "C", "C", "C", "C", "C", "H", "H", "H", "H", "H", "H", "H", "H", "H", "H", "H"],
  "xyz": [[-1.157, 1.582, 2.398], [-1.249, -2.445, -0.873], [0.996, 1.717, -1.528], [-1.237, -0.241, -0.390], [-0.683, -1.386, -0.977], [-0.704, 0.439, 1.643], [1.635, -0.411, -0.631], [-1.773, -0.466, 1.001], [0.666, -1.160, -1.615], [-0.341, 0.829, 0.185], [1.065, 0.938, -0.285], [2.649, -0.444, -1.022], [1.819, 1.660, -2.072], [1.659, -0.954, 0.333], [1.034, -2.148, -1.927], [1.648, 1.468, 0.487], [-1.379, 1.216, 3.289], [0.096, -0.106, 2.118], [0.599, -0.517, -2.511], [-0.799, 1.823, 0.024], [-1.802, -1.471, 1.322], [-2.742, 0.079, 1.031]],
  "nbo_charge": [-0.70, -0.59, -0.74, -0.43, 0.68, 0.06, -0.41, -0.24, -0.52, -0.08, 0.08, 0.22, 0.47, 0.20, 0.24, 0.19, 0.47, 0.17, 0.24, 0.24, 0.22, 0.21],
  "gap_ha": 0.368,
  "largest_force_ev_per_a": 2.51,
  "smiles": "O=C1CC[C@@H](O)[C@@H]2[C@@H](O)CN12",
  "de_lowest_ev": 1.651,
  "charge": 0,
  "energy_ev": -15068.9917,
  "mol_weight_g_mol": 157.17
}

=====

{
  "formula": "C6H9N2O8Ru",
  "method": "the ωB97M-V functional and the def2-TZVPD basis",
  "species": ["Ru", "O", "O", "O", "O", "O", "O", "O", "O", "N", "N", "C", "C", "C", "C", "C", "C", "H", "H", "H", "H", "H", "H", "H", "H", "H"],
  "xyz": [[-0.782, -0.085, -1.436], [-2.376, -1.646, 2.091], [-1.897, -1.226, -0.066], [-2.154, 1.119, -2.639], [1.086, 0.797, -1.738], [-2.955, 2.999, -1.956], [2.751, 2.030, -0.853], [-1.605, 1.848, -0.706], [0.424, -2.060, -1.287], [0.284, 0.043, 0.664], [-2.279, 2.044, -1.779], [-0.852, 0.097, 1.581], [-1.813, -1.030, 1.222], [1.551, -1.779, -0.452], [1.719, 1.413, -0.778], [1.121, -1.152, 0.854], [1.009, 1.305, 0.571], [2.178, -1.109, -1.030], [-0.142, -2.727, -0.873], [-0.554, 0.002, 2.626], [0.296, 2.127, 0.568], [1.731, 1.444, 1.376], [2.018, -0.908, 1.430], [2.104, -2.696, -0.247], [0.535, -1.877, 1.422], [-1.396, 1.027, 1.433]],
  "mulliken_spin": [0.86, 0.00, 0.09, 0.00, 0.09, 0.01, 0.00, -0.02, -0.01, -0.04, 0.00, 0.00, 0.00, 0.00, 0.00, 0.00, 0.01, 0.00, 0.00, 0.00, 0.00, 0.00, 0.00, 0.00, 0.00, 0.00],
  "gap_ha": [0.292, 0.293],
  "s2": 0.759,
  "largest_force_ev_per_a": 6.06,
  "de_lowest_ev": 1.358,
  "charge": 0,
  "energy_ev": -28305.2048,
  "mol_weight_g_mol": 338.21,
  "spin_multiplicity": 2
}

=====

{
  "formula": "C2H10N2O2",
  "method": "the ωB97M-V functional and the def2-TZVPD basis",
  "species": ["O", "O", "N", "N", "C", "C", "H", "H", "H", "H", "H", "H", "H", "H", "H", "H"],
  "xyz": [[1.303, 0.043, 3.153], [-0.238, 0.988, -1.651], [1.073, -0.760, 0.732], [-1.544, -1.006, -1.905], [0.963, 0.370, 1.760], [-1.463, 0.431, -2.196], [-2.183, 1.002, -1.643], [-1.783, -1.346, -0.977], [1.594, -1.530, 1.027], [-1.573, 0.788, -3.220], [0.747, -0.701, 3.370], [-0.683, -1.397, -2.217], [0.235, -1.238, 0.356], [1.683, 1.159, 1.484], [-0.202, 1.795, -1.084], [-0.070, 0.775, 1.720]],
  "nbo_charge": [-0.72, -0.79, -0.87, -0.85, 0.09, 0.09, 0.16, 0.37, 0.36, 0.17, 0.46, 0.37, 0.36, 0.17, 0.48, 0.15],
  "gap_ha": 0.372,
  "largest_force_ev_per_a": 3.02,
  "smiles": "NCO.NCO",
  "de_lowest_ev": 1.860,
  "charge": 0,
  "energy_ev": -9309.7090,
  "mol_weight_g_mol": 94.11
}

=====

{
  "formula": "C4H4CrO2",
  "method": "the ωB97M-V functional and the def2-TZVPD basis",
  "species": ["Cr", "O", "O", "C", "C", "C", "C", "H", "H", "H", "H"],
  "xyz": [[2.289, -0.622, 1.205], [0.855, 0.478, 1.707], [1.891, -0.874, -0.664], [0.219, 0.618, 0.468], [0.634, -0.457, -0.573], [-1.248, 0.241, 0.113], [-0.640, -0.560, -1.034], [0.715, 1.463, -0.064], [-1.919, 1.083, -0.128], [-1.074, -1.004, -1.932], [-1.723, -0.365, 0.902]],
  "mulliken_spin": [4.08, -0.04, -0.03, 0.04, -0.05, -0.01, 0.00, 0.00, 0.00, 0.00, 0.00],
  "gap_ha": [0.243, 0.241],
  "s2": 6.031,
  "largest_force_ev_per_a": 2.60,
  "de_lowest_ev": 0.000,
  "charge": 0,
  "energy_ev": -36725.5536,
  "mol_weight_g_mol": 136.07,
  "spin_multiplicity": 5
}

=====

{
  "formula": "C5H9NOS",
  "method": "the ωB97M-V functional and the def2-TZVPD basis",
  "species": ["S", "O", "N", "C", "C", "C", "C", "C", "H", "H", "H", "H", "H", "H", "H", "H", "H"],
  "xyz": [[-0.338, 1.049, -3.030], [-0.300, -0.600, -0.681], [0.830, 1.055, -1.821], [-1.252, 0.595, 1.164], [-1.144, -1.961, 1.031], [0.756, 0.248, -0.839], [1.945, 0.122, 0.119], [-0.884, -0.724, 0.586], [2.554, 1.003, -0.037], [-2.114, 0.909, 0.559], [-1.515, 0.504, 2.224], [-0.436, 1.347, 1.051], [-0.813, -2.778, 0.391], [2.531, -0.779, -0.139], [0.229, 2.031, -3.738], [1.621, 0.072, 1.141], [-1.671, -2.093, 2.020]],
  "nbo_charge": [0.19, -0.53, -0.62, -0.68, -0.47, 0.54, -0.68, 0.31, 0.24, 0.24, 0.23, 0.23, 0.22, 0.24, 0.11, 0.22, 0.22],
  "gap_ha": 0.346,
  "largest_force_ev_per_a": 1.60,
  "smiles": "C=C(C)O/C(C)=N\\S",
  "de_lowest_ev": 1.977,
  "charge": 0,
  "energy_ev": -19702.3262,
  "mol_weight_g_mol": 131.20
}

=====

{
  "formula": "C4H9NO3",
  "method": "the ωB97M-V functional and the def2-TZVPD basis",
  "species": ["O", "O", "O", "N", "C", "C", "C", "C", "H", "H", "H", "H", "H", "H", "H", "H", "H"],
  "xyz": [[-1.825, 1.650, 0.786], [-0.938, -0.868, -1.556], [-2.695, -0.479, 0.549], [0.898, -0.245, 0.529], [2.260, -0.721, 0.562], [-1.550, 0.319, 0.483], [0.670, 0.762, -0.520], [-0.651, 0.093, -0.651], [-2.724, 1.879, 0.512], [0.669, 1.808, -0.195], [-0.203, -0.964, -2.183], [2.961, 0.058, 0.908], [-2.501, -1.331, 0.134], [-0.618, 0.029, 1.226], [1.285, 0.643, -1.423], [2.639, -1.066, -0.415], [2.322, -1.566, 1.252]],
  "nbo_charge": [-0.70, -0.64, -0.71, -0.59, -0.42, 0.22, -0.32, 0.50, 0.48, 0.20, 0.50, 0.18, 0.49, 0.29, 0.18, 0.16, 0.20],
  "gap_ha": 0.300,
  "largest_force_ev_per_a": 2.57,
  "de_lowest_ev": 5.349,
  "charge": 0,
  "energy_ev": -11922.1926,
  "mol_weight_g_mol": 119.12
}

=====

{
  "formula": "C33H64ClF4NO27S6Si",
  "method": "the ωB97M-V functional and the def2-TZVPD basis",
  "species": ["Cl", "S", "S", "S", "S", "S", "S", "Si", "F", "F", "F", "F", "O", "O", "O", "O", "O", "O", "O", "O", "O", "O", "O", "O", "O", "O", "O", "O", "O", "O", "O", "O", "O", "O", "O", "O", "O", "O", "O", "N", "C", "C", "C", "C", "C", "C", "C", "C", "C", "C", "C", "C", "C", "C", "C", "C", "C", "C", "C", "C", "C", "C", "C", "C", "C", "C", "C", "C", "C", "C", "C", "C", "C", "H", "H", "H", "H", "H", "H", "H", "H", "H", "H", "H", "H", "H", "H", "H", "H", "H", "H", "H", "H", "H", "H", "H", "H", "H", "H", "H", "H", "H", "H", "H", "H", "H", "H", "H", "H", "H", "H", "H", "H", "H", "H", "H", "H", "H", "H", "H", "H", "H", "H", "H", "H", "H", "H", "H", "H", "H", "H", "H", "H", "H", "H", "H", "H"],
  "xyz": [[-0.009, -1.462, 0.124], [10.658, -1.295, -4.228], [0.872, 1.180, 2.554], [-1.102, 1.292, 8.143], [3.707, 3.805, -9.833], [5.272, 1.264, -4.088], [-2.542, -2.505, -6.347], [0.572, -2.861, 3.293], [0.813, 3.050, -0.927], [-2.481, 3.162, -0.339], [-1.193, 1.716, -1.291], [-0.616, 4.631, -0.695], [-2.029, -3.784, -6.675], [9.502, -1.557, -3.149], [5.280, -0.097, -4.489], [3.894, 1.937, -4.530], [-1.434, 2.165, 2.302], [-3.620, 0.720, 6.419], [5.052, 1.327, -2.513], [1.013, -0.429, 2.594], [11.800, -0.768, -3.572], [-2.500, 1.153, 8.294], [-1.475, -3.557, 0.873], [-2.949, 0.318, 2.280], [-2.677, -2.077, -4.999], [-0.536, 1.900, 6.990], [4.114, 2.323, -9.385], [9.937, -0.107, -5.019], [2.294, 3.866, -9.940], [10.741, -2.433, -5.071], [2.191, 1.737, 2.388], [6.323, 2.158, -4.438], [-0.475, 2.009, 9.438], [-3.942, -2.311, -7.098], [-0.420, -0.145, 8.361], [4.169, 4.557, -8.496], [4.554, 4.221, -10.891], [0.155, 1.264, 1.033], [-1.725, -1.383, -7.144], [-2.728, 2.440, 4.660], [-2.276, -4.713, 1.010], [-1.286, 1.510, 1.087], [-0.918, -0.739, 4.088], [-1.374, 2.424, -0.158], [-2.492, -0.905, -8.256], [3.022, 2.074, -3.390], [4.976, 2.384, -8.240], [8.544, -0.068, -4.665], [-2.055, -2.446, 1.537], [8.509, -0.524, -3.224], [4.499, 3.601, -7.479], [-0.590, -3.961, 4.286], [1.458, -3.828, 1.958], [-2.166, 3.364, 2.447], [0.171, 1.044, 10.275], [-4.176, 0.997, -0.124], [-0.251, -1.149, 2.758], [-3.640, -0.642, -2.509], [3.963, 2.222, -2.218], [-2.066, 0.114, 1.155], [-4.167, 2.240, 4.601], [-2.695, -0.807, -1.303], [-4.618, 1.031, 5.450], [-1.884, -5.691, -0.115], [-3.933, -1.073, -7.823], [-4.975, -0.222, 4.630], [-3.140, -0.145, 0.025], [1.954, -2.427, 4.511], [0.637, -0.037, 9.323], [-2.343, 3.654, 3.942], [-1.180, -1.161, 1.502], [-5.024, -1.299, -2.296], [-0.182, 3.468, -0.139], [-5.719, -0.547, -1.918], [-3.349, -4.497, 0.907], [-4.944, -2.129, -1.591], [-5.198, 0.624, -0.148], [-1.068, -3.470, 5.133], [-4.622, -1.121, -8.661], [-3.167, 3.254, 2.014], [-4.509, 2.107, 3.572], [1.548, 0.260, 8.798], [4.365, 3.234, -2.155], [3.596, 3.381, -6.906], [2.369, 2.934, -3.509], [5.262, 4.000, -6.816], [4.900, 1.468, -7.659], [8.148, 0.930, -4.800], [-1.312, -4.463, 3.640], [3.499, 1.958, -1.271], [-1.251, -5.153, -0.820], [-3.669, -0.222, 6.598], [-4.242, -0.277, -7.143], [-5.253, 0.009, 3.600], [0.798, -0.991, 9.816], [6.003, 2.507, -8.590], [-4.035, 1.548, -1.055], [1.952, -3.185, 1.230], [-3.717, 0.407, -2.804], [2.687, -1.770, 4.043], [-0.299, -0.951, 4.961], [-2.239, 0.130, -8.471], [0.993, 1.506, 10.815], [-5.391, -1.642, -3.264], [7.537, -0.913, -2.934], [-1.381, 4.023, 4.312], [1.583, -2.027, 5.455], [-1.298, -6.517, 0.291], [-2.260, -1.523, -9.125], [-5.521, 1.336, 5.993], [-1.823, -1.348, 4.200], [0.034, -4.769, 4.687], [-2.670, -1.890, -1.128], [-2.355, -2.717, 2.561], [-0.563, 0.661, 10.987], [8.798, 0.280, -2.544], [-4.113, -0.901, 4.617], [2.455, -3.378, 4.717], [-1.254, 0.300, 4.143], [-3.159, -1.182, -3.329], [-3.087, 4.457, 4.061], [-4.693, 3.128, 4.996], [8.009, -0.763, -5.315], [-1.749, 4.261, 1.973], [-4.110, 1.742, 0.667], [-2.770, -6.078, -0.615], [2.419, 1.169, -3.306], [-2.140, -5.196, 1.984], [-5.801, -0.754, 5.107], [-3.327, -0.532, 2.531], [-3.004, -2.343, 1.005], [0.859, -4.593, 1.463], [2.271, -4.376, 2.454], [-2.442, 2.588, 5.621], [-1.695, -0.550, -1.636], [0.152, 3.738, 0.860], [-3.810, -0.884, 0.467]],
  "lowdin_charge": [0.86, 0.60, 1.01, 0.61, 0.60, 0.58, 0.61, 0.60, 0.10, 0.12, 0.15, 0.08, -0.21, -0.18, -0.21, -0.20, -0.12, -0.09, -0.18, -0.37, -0.22, -0.22, -0.23, -0.02, -0.23, -0.21, -0.19, -0.18, -0.22, -0.22, -0.36, -0.23, -0.18, -0.18, -0.19, -0.19, -0.22, -0.28, -0.18, -0.04, -0.26, -0.31, -0.07, -0.37, -0.16, -0.14, -0.16, -0.17, -0.22, -0.16, -0.17, -0.15, -0.17, -0.16, -0.16, -0.03, -0.49, -0.24, -0.14, -0.25, -0.17, -0.19, -0.36, -0.05, -0.16, -0.03, -0.25, -0.16, -0.16, -0.17, -0.48, -0.08, -0.28, 0.06, 0.12, 0.07, 0.08, 0.04, 0.14, 0.12, 0.11, 0.14, 0.14, 0.12, 0.14, 0.13, 0.13, 0.10, 0.00, 0.14, 0.08, 0.09, 0.13, 0.07, 0.14, 0.14, 0.07, 0.02, 0.10, 0.04, 0.07, 0.14, 0.14, 0.07, 0.13, 0.13, 0.03, 0.07, 0.14, 0.13, 0.07, 0.04, 0.10, 0.12, 0.13, 0.14, 0.07, 0.03, 0.07, 0.06, 0.12, 0.12, 0.14, 0.13, 0.07, 0.07, 0.14, 0.10, 0.08, 0.08, 0.11, 0.03, 0.03, 0.09, 0.07, 0.16, 0.11],
  "gap_ha": 0.335,
  "largest_force_ev_per_a": 1.88,
  "charge": 0,
  "energy_ev": -188304.9611,
  "mol_weight_g_mol": 1238.79
}

=====

{
  "formula": "C3H5HgO3",
  "method": "the ωB97M-V functional and the def2-TZVPD basis",
  "species": ["Hg", "O", "O", "O", "C", "C", "C", "H", "H", "H", "H", "H"],
  "xyz": [[-1.516, -0.493, -1.982], [-0.835, -2.676, 0.157], [-1.816, -2.211, -0.661], [-0.247, 1.567, -1.268], [0.535, 1.915, -0.280], [0.280, -2.122, 0.181], [0.379, 1.668, 1.108], [0.975, 2.294, 1.769], [1.043, -2.675, 0.734], [1.249, 2.688, -0.637], [0.547, -1.310, -0.600], [-0.595, 1.354, 1.479]],
  "mulliken_spin": [0.90, 0.03, 0.06, 0.36, 0.01, -0.02, 0.58, 0.03, 0.00, 0.01, 0.01, 0.03],
  "gap_ha": [0.263, 0.297],
  "s2": 2.030,
  "largest_force_ev_per_a": 3.74,
  "de_lowest_ev": 4.944,
  "charge": 1,
  "energy_ev": -13494.0509,
  "mol_weight_g_mol": 289.66,
  "spin_multiplicity": 3
}